(1)
{
  "formula": "C25H42I2N2O12",
  "method": "the ωB97M-V functional and the def2-TZVPD basis",
  "lumo_ev": -0.4,
  "species": ["C", "C", "I", "C", "I", "C", "C", "N", "C", "C", "C", "C", "O", "O", "C", "O", "C", "C", "C", "C", "C", "O", "C", "O", "O", "C", "N", "H", "H", "H", "H", "H", "H", "H", "H", "H", "H", "H", "H", "H", "H", "H", "H", "H", "H", "H", "H", "H", "H", "H", "H", "H", "H", "C", "C", "O", "C", "O", "O", "C", "H", "H", "H", "H", "H", "H", "H", "H", "C", "C", "O", "C", "O", "O", "C", "H", "H", "H", "H", "H", "H", "H", "H"],
  "coordinates": [[1.781062, 5.719377, 2.353432], [0.890117, 4.460365, 2.808434], [-0.298202, 5.168145, 4.547281], [-0.232111, 4.017393, 1.684773], [-1.692626, 5.686598, 1.681585], [0.442022, 3.777549, 0.253328], [1.522425, 2.551854, 0.140086], [1.808087, 1.777618, 1.411608], [2.996641, 3.083184, -0.323147], [3.757538, 2.075640, -1.322902], [5.351165, 2.258989, -1.079847], [5.955731, 1.295731, 0.062539], [5.162639, 0.113063, 0.346828], [0.963990, 1.464789, -0.694599], [-0.430687, 1.774497, -0.789491], [-1.453598, 1.063085, -0.679500], [-0.448620, 3.396514, -1.028047], [0.249965, 3.591020, -2.489744], [-0.499657, 2.711867, -3.645092], [0.324774, 1.404933, -4.098205], [-0.422685, 0.036362, -3.626441], [0.534854, -0.730459, -2.830979], [-0.137356, -1.538932, -1.853132], [-0.939593, -2.469494, -2.115860], [-1.878239, 3.651185, -1.044681], [-2.207689, 4.830377, -1.744179], [-2.454545, 5.711251, -2.545064], [1.234895, 6.471644, 1.678873], [2.741316, 5.422932, 1.769598], [2.039103, 6.300853, 3.321896], [1.487298, 3.576301, 3.212212], [-0.694555, 3.043166, 2.072195], [0.954688, 4.749751, -0.066582], [2.216117, 0.880275, 1.067809], [2.542229, 2.236199, 1.969503], [3.652830, 3.409721, 0.554601], [2.788433, 4.049636, -0.936499], [3.546036, 2.455252, -2.399210], [3.402990, 0.990589, -1.279681], [5.564230, 3.347858, -0.746453], [5.876655, 2.085279, -2.085583], [7.001838, 0.947290, -0.294237], [6.079205, 1.862580, 1.062237], [5.091329, -0.374337, -0.508411], [0.305332, 4.710847, -2.792483], [1.345513, 3.229608, -2.498098], [-1.581046, 2.447964, -3.331550], [-0.548228, 3.415471, -4.566034], [1.427892, 1.422495, -3.799872], [0.277501, 1.379652, -5.258326], [-0.693029, -0.632587, -4.536299], [-1.411471, 0.259492, -3.097628], [0.047837, -1.257178, -0.747590], [-1.415193, -5.280471, -1.866046], [-0.533414, -5.167608, -0.637310], [-1.112989, -5.857553, 0.478335], [-0.974525, -7.193101, 0.472444], [-0.406933, -7.847635, -0.370425], [-1.601891, -7.683963, 1.557876], [-1.612163, -9.108803, 1.624801], [-2.432214, -4.949809, -1.640319], [-1.019165, -4.676090, -2.682437], [-1.485705, -6.316243, -2.208273], [-0.451254, -4.117626, -0.347785], [0.480356, -5.528922, -0.833615], [-0.603802, -9.518409, 1.533758], [-2.263589, -9.512995, 0.846636], [-2.014121, -9.395993, 2.597557], [-3.340448, 0.238686, 2.606713], [-4.664998, -0.500807, 2.556998], [-4.511727, -1.788404, 1.948547], [-3.980113, -2.741302, 2.733217], [-3.637852, -2.606685, 3.885589], [-3.868862, -3.866541, 2.006831], [-3.227073, -4.940358, 2.694640], [-2.890010, 0.286325, 1.611575], [-3.478633, 1.254745, 2.983046], [-2.625885, -0.273674, 3.255614], [-5.368240, 0.058656, 1.934703], [-5.114424, -0.591519, 3.550052], [-3.705557, -5.139819, 3.656402], [-2.167734, -4.713112, 2.830799], [-3.312181, -5.834223, 2.076703]],
  "forces_ev_per_angstrom": [[0.4, 0.3, 0.4], [-0.5, 0.8, -1.0], [1.2, -0.9, 0.6], [1.3, -1.0, 0.6], [0.1, -0.9, -1.6], [0.3, 1.0, -1.1], [2.4, -0.1, 1.8], [-0.3, 0.0, -0.7], [-1.4, 0.5, -2.1], [0.6, 1.2, -0.2], [-0.4, -0.1, -0.1], [0.8, 0.2, -0.2], [0.4, 0.6, -1.3], [-2.4, 1.3, 0.6], [-2.2, 0.0, 0.0], [5.0, 2.1, -0.6], [0.6, -3.2, -0.2], [0.1, 0.2, -0.3], [0.5, 1.0, -0.3], [-1.4, -0.5, -0.9], [0.1, 0.1, -1.8], [-2.1, -0.9, 2.3], [-2.1, -2.0, -0.7], [3.3, 4.1, 0.5], [-0.1, 3.9, -1.7], [-0.1, 1.1, -2.7], [1.2, -4.5, 4.5], [0.4, -1.3, 1.1], [-1.5, 0.3, 1.2], [0.0, -1.0, -1.8], [-0.9, 1.3, -0.7], [0.3, 1.6, -0.6], [-0.4, -1.3, 0.8], [-0.4, 0.9, 0.5], [-0.5, -0.3, -0.5], [-1.2, -0.8, -1.0], [0.6, -1.4, 1.0], [0.3, -0.8, 1.7], [0.5, 1.6, 0.2], [-0.4, -1.7, -0.8], [-0.6, 0.2, 1.6], [-1.5, 0.7, 0.7], [-0.3, -1.0, -1.6], [0.1, 0.4, 1.0], [-0.4, -1.8, 0.7], [-1.8, 0.6, 0.5], [1.8, 0.4, -0.5], [-0.2, -1.2, 1.6], [-1.6, -0.1, -0.2], [0.3, 0.1, 2.0], [0.5, 1.3, 1.4], [1.6, -0.3, -0.3], [0.3, -0.2, -1.8], [-0.2, -0.5, -0.1], [0.1, 0.4, -0.7], [0.2, -0.7, 0.4], [0.0, 0.2, -0.4], [-0.2, 0.3, 0.6], [0.2, 0.2, -0.2], [0.0, -0.5, 0.1], [0.2, 0.2, 0.0], [-0.1, -0.1, 0.2], [0.1, 0.0, 0.1], [-0.2, -0.3, 0.2], [-0.2, -0.2, 0.1], [-0.1, 0.1, -0.1], [0.2, 0.0, 0.0], [0.0, 0.3, -0.1], [0.3, -0.2, 0.0], [0.1, 0.6, 0.2], [0.0, -0.5, 0.2], [0.2, 0.0, -0.1], [-0.2, -0.1, -0.5], [-0.2, 0.5, 0.3], [0.1, -0.5, 0.2], [-0.2, 0.1, 0.0], [0.0, 0.0, 0.0], [-0.2, 0.0, 0.0], [0.1, -0.3, -0.1], [0.2, -0.2, -0.1], [0.1, 0.2, -0.1], [-0.1, 0.0, 0.1], [0.0, 0.3, -0.1]]
}

---

(2)
{
  "formula": "C42H56BiBr2N2O8P2",
  "method": "the ωB97M-V functional and the def2-TZVPD basis",
  "lumo_ev": -2.5,
  "charge": 1,
  "species": ["Bi", "C", "C", "C", "C", "C", "C", "C", "H", "H", "H", "H", "H", "H", "H", "H", "O", "C", "C", "C", "C", "C", "C", "C", "O", "N", "N", "C", "C", "Br", "C", "C", "C", "C", "C", "C", "C", "H", "H", "H", "H", "H", "H", "H", "H", "H", "H", "H", "H", "H", "H", "C", "C", "C", "O", "P", "O", "C", "P", "O", "O", "C", "C", "C", "O", "C", "C", "C", "O", "C", "C", "C", "H", "H", "H", "H", "H", "H", "H", "H", "H", "H", "H", "H", "H", "H", "H", "H", "H", "H", "H", "H", "H", "H", "H", "H", "H", "H", "H", "H", "H", "H", "Br", "C", "C", "C", "C", "C", "C", "H", "H", "H", "H"],
  "coordinates": [[-1.130632, -0.301467, 1.390150], [-0.259981, 4.907317, 2.633520], [0.146044, 3.511207, 3.270296], [-0.610591, 2.968162, 4.356702], [-0.326255, 1.711605, 4.824160], [0.840363, 1.071629, 4.371668], [1.683312, 1.604848, 3.377993], [1.211035, 2.815116, 2.789832], [-1.275373, 4.837644, 2.310904], [0.275834, 4.956399, 1.682474], [-0.048498, 5.749294, 3.333290], [-1.552957, 3.467624, 4.657974], [-1.024312, 1.152030, 5.449278], [1.020302, 0.017463, 4.637750], [2.485357, 0.967845, 3.040308], [1.666632, 3.212234, 1.886674], [-1.828003, 1.241607, -0.859872], [-2.391825, 2.469300, -0.602960], [-2.065684, 3.567878, -1.378907], [-2.587561, 4.853052, -1.071044], [-3.560703, 5.009623, -0.091567], [-3.881461, 3.930994, 0.710253], [-3.263316, 2.649180, 0.502746], [-3.470649, 1.553957, 1.545595], [-2.378916, 1.108578, 2.221587], [-4.150178, 0.388814, 0.984341], [-3.361253, -0.526999, 0.390570], [-3.868019, -1.294334, -0.463203], [-3.042585, -2.186843, -1.319946], [-1.165012, -1.827355, -1.384061], [-3.583954, -3.167066, -2.000296], [-4.982587, -3.689681, -1.873863], [-5.585962, -4.223055, -3.035923], [-6.956178, -4.513575, -2.989361], [-7.707365, -4.257401, -1.799531], [-7.059030, -3.862308, -0.635428], [-5.721052, -3.558366, -0.660999], [-0.939502, 1.256051, -1.229914], [-1.376111, 3.487127, -2.208746], [-2.281121, 5.716826, -1.616358], [-4.085101, 5.927762, 0.081822], [-4.545993, 4.008917, 1.544263], [-4.160644, 1.962499, 2.318522], [-5.036612, 0.498638, 0.556510], [-4.892298, -1.118668, -0.865936], [-3.039134, -3.747237, -2.749072], [-4.991184, -4.417576, -3.947663], [-7.557780, -4.826559, -3.821217], [-8.756112, -4.385664, -1.771415], [-7.540518, -3.636927, 0.259196], [-5.221066, -3.253220, 0.208899], [3.386945, 4.586675, -2.873391], [2.350189, 3.791611, -2.136158], [1.620580, 4.639200, -1.115180], [2.917932, 2.608562, -1.484051], [2.236450, 1.142667, -1.552928], [0.797027, 1.226941, -1.653234], [2.998115, 0.463304, -0.089582], [2.764624, -1.218397, 0.582527], [1.395138, -1.469792, 1.102840], [3.869281, -1.191817, 1.753158], [5.187270, -1.807090, 1.791654], [5.566963, -1.617717, 3.242784], [6.152362, -1.187549, 0.833064], [3.340437, -2.198828, -0.473931], [2.558107, -3.062549, -1.462260], [1.774156, -4.073446, -0.693299], [3.664947, -3.564916, -2.377814], [2.927528, 0.406215, -2.728100], [3.664803, 0.875223, -3.925427], [4.657071, -0.230326, -4.235966], [2.665172, 1.258321, -5.056957], [3.017463, 5.489881, -3.272296], [3.869371, 3.937413, -3.652698], [4.176777, 4.929226, -2.208400], [1.607072, 3.454503, -2.836600], [2.298194, 4.867493, -0.337621], [0.720618, 4.193783, -0.693699], [1.388516, 5.604404, -1.533848], [2.633239, 1.124657, 0.745611], [4.106044, 0.592284, -0.200033], [5.114780, -2.889706, 1.588978], [5.557152, -0.547401, 3.579837], [6.606075, -1.902384, 3.403913], [5.005942, -2.121418, 3.950246], [6.247511, -0.108061, 0.973913], [6.118068, -1.473992, -0.267573], [7.206290, -1.429866, 1.112222], [1.729572, -2.458532, -1.889558], [2.385705, -4.740694, -0.157109], [1.269462, -4.644075, -1.474156], [1.085165, -3.641396, 0.007683], [4.304549, -4.274010, -1.780928], [4.374902, -2.810419, -2.690944], [3.228852, -4.017113, -3.263143], [4.198965, 1.774369, -3.753972], [4.203053, -1.168378, -4.511758], [5.146506, -0.436108, -3.267237], [5.314027, 0.111112, -4.987246], [1.925093, 0.439357, -5.139098], [3.239874, 1.485899, -5.942207], [2.068791, 2.113344, -4.802834], [-4.605766, -5.274704, 4.830421], [-3.549481, -3.909919, 4.103993], [-2.593533, -4.255734, 3.206248], [-1.795465, -3.318035, 2.505343], [-2.057175, -1.996181, 2.726982], [-3.061931, -1.601511, 3.573456], [-3.841495, -2.533454, 4.299156], [-2.514468, -5.310943, 3.008955], [-0.922366, -3.668434, 1.859142], [-3.250301, -0.516466, 3.704063], [-4.516597, -2.232008, 5.075089]],
  "forces_ev_per_angstrom": [[0.0, -1.0, 0.5], [1.2, -2.0, 0.6], [-1.7, 1.6, 1.2], [-0.6, 0.8, -1.2], [0.6, -0.6, -0.2], [0.3, -1.0, -0.7], [-2.6, 0.5, 0.5], [1.7, -1.0, -0.5], [-1.0, 0.3, 0.3], [0.4, 0.5, 0.3], [-0.2, -0.6, -0.8], [0.8, -0.2, -0.1], [0.3, 0.4, 0.1], [0.0, 0.6, 0.3], [0.3, 0.3, -0.3], [0.4, 0.0, 0.1], [-1.3, 0.0, 0.8], [0.0, 0.6, 0.5], [-0.3, 1.6, 0.3], [-0.3, -1.4, 0.0], [0.2, -0.6, 0.1], [1.4, -2.2, -0.6], [0.3, 1.0, -0.1], [-1.4, 0.7, 0.2], [0.7, 0.5, 0.5], [0.5, -0.7, 0.7], [0.1, 0.7, 0.8], [0.2, -0.5, -2.4], [-0.3, 0.9, 1.5], [-0.3, -0.3, -0.2], [-1.0, -2.3, -1.1], [0.0, 0.7, 0.2], [-0.4, -0.2, 0.5], [-0.6, 0.8, 1.6], [1.9, -0.2, -0.7], [0.6, 0.2, -1.4], [0.7, -0.7, -2.5], [0.8, 0.6, -0.5], [0.1, -0.2, 0.0], [0.2, 0.3, -0.5], [0.1, 0.5, 0.0], [-0.4, 0.2, 0.3], [0.1, -0.1, -0.6], [-0.9, 0.4, -0.4], [0.6, -0.3, 0.6], [0.3, 0.4, 0.3], [-0.4, 0.3, 0.6], [0.3, -0.3, -0.5], [-0.9, -0.3, -0.2], [-1.2, -0.1, 1.3], [0.6, 0.4, 1.1], [1.8, -1.8, 0.1], [-1.0, 0.0, 0.4], [0.0, -0.2, -0.2], [0.0, -0.1, -0.3], [2.4, 2.0, 0.1], [-2.3, -0.4, 0.2], [0.1, 0.1, 1.2], [0.5, 0.8, 0.9], [0.4, 0.1, -0.4], [-1.1, -0.2, -1.2], [-0.4, -0.6, 0.7], [2.3, 2.1, -0.4], [2.2, 0.3, -1.1], [-0.4, -0.8, -0.9], [0.2, 1.5, 1.1], [0.0, -0.5, -1.0], [0.1, -0.7, 0.9], [0.7, -0.3, -1.2], [-1.6, -0.6, -0.9], [-0.9, 0.1, 1.8], [0.0, -1.6, 1.4], [-0.9, 0.8, -0.8], [-0.4, 0.9, 0.5], [0.2, -0.3, 0.3], [-0.3, -0.4, -0.5], [0.8, 0.1, 1.2], [0.0, -0.2, -0.1], [-0.4, 0.3, -0.4], [0.5, -0.4, -0.7], [-0.9, 0.0, 0.1], [-0.3, 0.4, 0.0], [-0.2, -0.7, -0.7], [0.1, -0.3, -0.1], [-1.5, -1.3, 1.0], [-0.7, 0.2, -0.3], [-0.6, 0.4, 1.4], [-0.8, -0.5, 0.0], [1.2, 0.4, -0.5], [1.0, -0.9, 0.7], [-0.4, -0.2, 0.2], [-0.4, 0.4, 0.0], [-0.8, 0.3, -0.7], [-0.3, 0.5, -0.1], [0.1, -0.4, 0.0], [0.6, 0.8, 1.1], [-0.4, -0.2, -0.4], [0.4, 0.2, -0.6], [1.0, 0.2, -0.8], [0.6, 0.2, -0.6], [-0.1, -0.2, -0.5], [-0.1, 0.7, 0.3], [-0.2, -0.1, 0.4], [-0.9, 2.1, -0.1], [1.3, -0.6, -1.4], [0.7, -1.6, 0.1], [0.9, 1.5, -1.3], [-1.5, 0.4, 1.5], [1.6, -0.5, -0.4], [0.5, -0.2, -0.1], [-1.5, 0.4, 0.8], [0.0, -0.8, 0.0], [-0.5, 0.2, 0.0]]
}

---

(3)
{
  "formula": "C7H7NNiO5",
  "method": "the ωB97M-V functional and the def2-TZVPD basis",
  "multiplicity": 3,
  "lumo_ev": [-8.6, -12.7],
  "charge": 2,
  "species": ["Ni", "O", "C", "C", "O", "C", "O", "C", "O", "C", "N", "C", "C", "O", "H", "H", "H", "H", "H", "H", "H"],
  "coordinates": [[0.310126, 1.906375, -1.673801], [4.572218, -1.509006, -0.029500], [4.522136, -0.614215, -0.720742], [-0.428948, 0.653559, -2.950069], [-1.340141, 0.166172, -3.489498], [0.513113, 3.072439, -0.321572], [0.626462, 3.928343, 0.439165], [1.502921, 2.801154, -2.667101], [2.515918, 3.240179, -3.034314], [-0.451937, -2.292797, 0.885453], [-1.013215, -0.985089, 1.164266], [-2.128670, -0.894387, 2.058379], [-0.485429, 0.072080, 0.513777], [0.489457, -0.077314, -0.255077], [-0.986324, -3.029136, 1.489879], [0.626346, -2.315715, 1.140265], [-0.573578, -2.547185, -0.186329], [-1.926181, -0.223650, 2.920418], [-3.045241, -0.504128, 1.567115], [-2.357434, -1.913266, 2.456794], [-0.941597, 1.065586, 0.692490]],
  "forces_ev_per_angstrom": [[-0.3, -1.8, -0.2], [0.0, 0.8, -0.6], [0.0, -0.8, 0.6], [-5.5, -2.3, -2.6], [4.7, 2.1, 2.3], [0.0, 4.2, 4.2], [-0.2, -2.9, -2.6], [6.4, 2.9, -2.9], [-4.7, -1.8, 1.4], [0.0, -0.8, 0.2], [-0.3, -1.9, 0.4], [-0.9, -0.7, 1.0], [2.1, 1.7, -1.8], [-2.1, 0.4, 1.4], [0.2, 0.1, -0.2], [-0.3, 0.2, -0.3], [0.2, 0.3, 0.3], [0.1, -0.1, -0.5], [0.5, 0.0, -0.1], [0.2, 1.0, -0.4], [0.0, -0.6, 0.1]]
}